Record 1
The following is a DFT calculation (wB97M-V/def2-TZVPD) of C3H2O4 in the gas phase.

Properties
F_max: 7.09 eV/A
HOMO level: -10.058 eV
gap between HOMO and LUMO: 10.72 eV
SMILES string: O=CO[C@@H]1OC1=O
energy above the lowest of the compared OMol25 structures with the same formula, charge and spin: 67.4 kcal per mole
E_tot: -11330.2043 eV

```
! wB97M-V def2-TZVPD RIJCOSX def2/J DEFGRID3
* xyz 0 1
O -2.34291 -0.69714 -0.04312
C -1.73492 0.20521 0.41207
O -0.44711 0.55778 0.26076
C 0.40491 -0.09145 -0.59002
O 1.35433 -1.09940 0.14469
C 2.05309 -0.03706 -0.10392
O 2.97724 0.63550 0.05347
H -2.20885 0.99981 1.23562
H -0.05578 -0.47325 -1.36956
*
```

Just the Löwdin charges please, in e? Sure, here they are:
1 O 0.1175
2 C -0.3514
3 O 0.0227
4 C -0.0403
5 O 0.1369
6 C -0.3811
7 O 0.2131
8 H 0.1957
9 H 0.0868


Record 2
The following is a DFT calculation (wB97M-V/def2-TZVPD) of C3H2OS3 in the gas phase.

Properties
F_max: 4.07 eV/A
HOMO level: -9.134 eV
gap between HOMO and LUMO: 7.17 eV
SMILES string: O=C(C=S)C(=S)S
energy above the lowest of the compared OMol25 structures with the same formula, charge and spin: 47.3 kcal per mole
E_tot: -37694.3320 eV

```
! wB97M-V def2-TZVPD RIJCOSX def2/J DEFGRID3
* xyz 0 1
O 1.59998 0.12385 -1.08882
C 0.46990 -0.03725 -0.55281
C -0.61348 0.01663 -1.51276
S -2.13030 0.67243 -1.25779
C 0.21425 -0.23902 0.89014
S -0.88857 -1.45463 1.24378
S 1.13832 0.77702 1.86628
H -0.33945 -0.14809 -2.53853
H 0.54936 0.28907 2.95051
*
```

Just the Löwdin charges please, in e? Sure, here they are:
1 O 0.0602
2 C -0.6094
3 C -0.5564
4 S 0.7110
5 C -1.1519
6 S 0.6942
7 S 0.8948
8 H 0.0581
9 H -0.1006


Record 3
The following is a DFT calculation (wB97M-V/def2-TZVPD) of C3H2OS3 in the gas phase.

Properties
F_max: 1.71 eV/A
HOMO level: -9.033 eV
gap between HOMO and LUMO: 7.31 eV
SMILES string: O=C(C=S)C(=S)S
energy above the lowest of the compared OMol25 structures with the same formula, charge and spin: 39.5 kcal per mole
E_tot: -37694.6706 eV

```
! wB97M-V def2-TZVPD RIJCOSX def2/J DEFGRID3
* xyz 0 1
O -1.19559 1.43716 0.12783
C -0.40914 0.57630 -0.23082
C -0.29247 0.25041 -1.69203
S -0.05021 -1.23576 -2.22420
C 0.44179 -0.15758 0.75028
S 2.04416 -0.47747 0.52184
S -0.45688 -0.40188 2.19558
H -0.49231 1.19397 -2.28664
H 0.41065 -1.18515 2.83816
*
```

Just the Löwdin charges please, in e? Sure, here they are:
1 O 0.0714
2 C -0.6122
3 C -0.6048
4 S 0.7762
5 C -1.1524
6 S 0.6798
7 S 0.8500
8 H 0.0982
9 H -0.1061


Record 4
The following is a DFT calculation (wB97M-V/def2-TZVPD) of a molecular structure, C3H30NO12S.

Properties
F_max: 5.29 eV/A
HOMO level (alpha / beta): -15.628 / -15.628 eV
gap between HOMO and LUMO (alpha / beta): 9.73 / 4.53 eV
E_tot: -40473.5889 eV

```
! wB97M-V def2-TZVPD RIJCOSX def2/J DEFGRID3
* xyz 2 2
O 1.30718 -2.93826 1.65344
C 1.35876 -3.15353 0.49448
C 0.65646 -2.19294 -0.54676
C -0.69217 -2.75472 -1.02244
S -0.98332 -4.54953 -0.84082
N 0.54980 -0.81403 -0.01719
H 1.81477 -3.96635 -0.09215
H 1.38169 -2.10268 -1.36039
H -0.60005 -2.72907 -2.11968
H -1.57443 -2.26590 -0.60970
H -0.08990 -5.14750 -1.64041
H 1.37688 -0.27190 -0.28869
H 0.42728 -0.91175 1.02304
H -0.31155 -0.31899 -0.30336
H -3.37316 1.93243 0.55850
H -4.53268 1.00530 0.14779
O -3.59424 1.17092 0.00744
H -3.41649 1.53959 1.81318
H -3.73200 2.85907 2.68328
O -3.32663 1.99593 2.63982
H 1.46868 2.73737 -2.74994
H 0.73637 3.90314 -1.96165
O 0.77670 2.95903 -2.11872
H 3.70870 -0.40147 -1.90279
H 4.69438 -1.23543 -1.21020
O 3.74033 -1.09272 -1.25471
H 2.95246 2.64917 -1.24955
H 4.36193 3.13603 -1.82926
O 3.58210 2.60173 -1.97197
H 0.90796 1.07532 -1.83975
H 1.68745 0.31272 -3.04122
O 1.35283 0.28027 -2.15352
H -2.86540 -1.19668 0.11708
H -3.41746 -1.77231 -1.21286
O -2.76117 -1.90377 -0.52317
H -1.81027 0.57905 -0.38313
H -1.45841 1.34130 -1.73512
O -1.13382 0.80328 -1.00999
H -0.44416 3.65628 2.29300
H -0.53116 2.11374 2.13129
O -0.74755 2.95177 1.71593
H -0.54444 -0.18599 3.88786
H -1.81769 0.74885 4.08124
O -1.05844 0.53977 3.52744
H 1.99145 0.42117 2.92456
H 2.17406 -1.05671 2.91873
O 1.80837 -0.35100 2.37103
*
```

Just the Löwdin charges please, in e? Sure, here they are:
1 O 0.1466
2 C -0.1866
3 C -0.2660
4 C -0.3646
5 S 1.1524
6 N 0.1865
7 H 0.1499
8 H 0.1314
9 H 0.1253
10 H -0.0944
11 H -0.0458
12 H 0.1340
13 H 0.1432
14 H 0.0713
15 H 0.0459
16 H 0.0944
17 O -0.0342
18 H -0.0333
19 H 0.0698
20 O -0.0262
21 H 0.0344
22 H 0.0756
23 O -0.0474
24 H 0.0104
25 H 0.0639
26 O -0.0413
27 H 0.0257
28 H 0.0555
29 O -0.0470
30 H 0.0091
31 H 0.0759
32 O -0.0400
33 H 0.0877
34 H 0.1340
35 O 0.0461
36 H 0.0065
37 H 0.1004
38 O -0.0281
39 H 0.0481
40 H -0.0168
41 O -0.0604
42 H 0.0353
43 H 0.0475
44 O -0.0610
45 H 0.0753
46 H 0.0606
47 O -0.0495


Record 5
The following is a DFT calculation (wB97M-V/def2-TZVPD) of a molecular structure, C3H33N3O15.

Properties
F_max: 7.89 eV/A
HOMO level: -9.031 eV
gap between HOMO and LUMO: 9.13 eV
energy above the lowest of the compared OMol25 structures with the same formula, charge and spin: 62.0 kcal per mole
E_tot: -38827.4864 eV

```
! wB97M-V def2-TZVPD RIJCOSX def2/J DEFGRID3
* xyz 0 1
O -1.19843 0.04590 0.02952
C -1.08786 -0.44811 -1.10787
N 0.13504 -0.28476 -1.72969
C 0.78249 0.83603 -1.56020
N 2.05382 0.86894 -2.12775
O 0.55253 1.97515 -1.03456
C -2.01560 -1.63275 -1.61357
N -2.86688 -1.93607 -0.47458
H 2.65967 3.11876 1.63619
H 2.43136 0.10728 -2.65257
H 2.74210 1.42754 -1.66781
H -1.47555 -2.53550 -1.87229
H -2.66913 -1.31643 -2.41540
H -2.55225 -2.30554 0.29017
H -3.60326 -1.28751 -0.10149
H 2.86677 -1.98422 1.36311
H 3.71053 -1.78849 0.06706
O 3.55203 -1.45604 0.92846
H -4.75222 1.71700 -1.35453
H -3.50645 1.36745 -2.10439
O -3.79125 1.86077 -1.40352
H 2.29730 -2.77787 -1.95103
H 1.79929 -1.45123 -1.76021
O 2.59112 -1.86136 -2.04425
H 2.47127 0.98298 0.29540
H 3.60987 -0.01172 0.51610
O 3.42580 0.97232 0.32472
H -2.47552 2.10327 -0.07376
H -0.52327 2.41247 -0.54933
O -1.71850 2.54708 0.28298
H 0.03296 3.27606 2.04974
H -1.45986 1.96961 1.11222
O -0.79471 3.39087 2.41375
H 1.54053 1.43146 2.68895
H 1.46268 0.08317 2.37732
O 1.09920 0.59078 2.96814
H -1.68218 -0.09846 2.80704
H -2.21994 -0.71979 1.58771
O -1.96020 -0.96692 2.48176
H -1.49522 2.18463 -4.20365
H -0.59083 1.11729 -3.48280
O -1.51540 1.46533 -3.58963
H -0.83040 -4.16758 1.88837
H -1.69746 -3.08459 2.85653
O -1.30357 -3.33721 1.92323
H 1.50539 2.60721 0.50794
H -1.10531 3.83469 1.60855
O 1.65077 2.90054 1.51128
H 1.28061 -4.36621 -0.32559
H 0.55358 -3.25678 0.20055
O 1.12146 -3.53150 -0.59860
H -0.20765 -1.67536 2.13718
H 1.03170 -1.64821 3.07337
O 0.72950 -1.88736 2.23989
*
```

Just the Löwdin charges please, in e? Sure, here they are:
1 O -0.0048
2 C -0.3743
3 N 0.1314
4 C -0.5666
5 N 0.1659
6 O 0.0098
7 C -0.1163
8 N 0.0146
9 H 0.1392
10 H 0.0785
11 H 0.0815
12 H 0.1119
13 H 0.1041
14 H -0.0570
15 H 0.1069
16 H 0.0571
17 H 0.0298
18 O -0.0048
19 H 0.0816
20 H -0.0275
21 O 0.0030
22 H 0.0250
23 H -0.0420
24 O -0.0667
25 H -0.0222
26 H 0.0018
27 O -0.0971
28 H 0.0171
29 H 0.2254
30 O -0.0510
31 H -0.0755
32 H 0.1327
33 O -0.0423
34 H 0.0392
35 H -0.1034
36 O -0.0031
37 H 0.0641
38 H 0.0085
39 O -0.0634
40 H 0.0332
41 H 0.0495
42 O -0.0442
43 H 0.0408
44 H 0.1253
45 O -0.1161
46 H 0.0902
47 H 0.0427
48 O -0.1402
49 H -0.0130
50 H 0.0783
51 O -0.0184
52 H -0.0006
53 H 0.0128
54 O -0.0516


Record 6
The following is a DFT calculation (wB97M-V/def2-TZVPD) of a molecular structure, C3H35N3O14.

Properties
F_max: 13.68 eV/A
HOMO level: -8.434 eV
gap between HOMO and LUMO: 8.58 eV
energy above the lowest of the compared OMol25 structures with the same formula, charge and spin: 111.2 kcal per mole
E_tot: -36811.5321 eV

```
! wB97M-V def2-TZVPD RIJCOSX def2/J DEFGRID3
* xyz 0 1
C -0.09829 -0.05075 -0.63025
N -0.25008 1.18782 0.12064
C -0.74889 1.27809 1.39700
N -1.80910 0.46268 1.72531
O -0.40123 2.17024 2.16444
C 1.32905 -0.58385 -0.61649
N 2.20145 0.27434 -1.43087
H -0.45542 0.09682 -1.65382
H -0.75982 -0.81101 -0.21787
H 0.37975 1.94010 -0.10590
H -2.01133 0.44609 2.71063
H -1.87448 -0.41981 1.24941
H 1.64540 -0.69032 0.42536
H 1.35513 -1.60048 -1.02172
H 2.44240 1.12812 -0.93860
H 3.09665 -0.17830 -1.57638
H -1.16471 -2.66372 0.51535
H -0.23969 -2.57934 1.77310
O -0.55388 -3.17373 1.07844
H 4.76874 0.61101 1.74497
H 3.83699 -0.53424 1.34699
O 3.95594 0.42991 1.26210
H 2.63828 1.06080 2.31401
H 1.28628 1.70843 2.74897
O 1.96569 1.07234 3.02009
H -3.53487 3.34959 -0.50180
H -2.95423 1.89908 -0.20209
O -2.73717 2.81617 -0.47680
H 2.63980 -2.51896 0.59729
H 3.70170 -2.61547 1.73118
O 3.14011 -1.99482 1.25433
H 1.52701 0.86369 -2.12797
H 0.85412 1.31173 -3.39640
O 1.23773 0.52659 -2.98103
H 0.23385 2.86695 -1.19762
H -1.25293 3.15606 -1.36986
O -0.42287 3.04426 -1.88210
H -2.92887 1.44507 -2.34540
H -1.54360 1.89383 -2.81975
O -2.28551 1.29222 -3.04355
H -1.80349 -1.58959 -1.40744
H -2.93875 -2.45504 -0.83700
O -2.27960 -1.80462 -0.56287
H 1.13877 -0.44694 2.86677
H 1.71578 -1.64534 2.18307
O 0.85216 -1.30249 2.48790
H -0.12028 -0.60619 -2.78570
H -1.59265 -0.26430 -2.91140
O -1.00513 -1.01315 -2.68962
H -2.99009 -0.46790 -0.26729
H -3.74060 0.18040 0.88051
O -3.64401 0.23221 -0.07807
H 0.83971 -3.43921 0.13302
H 1.45156 -3.14470 -1.29061
O 1.67882 -3.42487 -0.39874
*
```

Just the Löwdin charges please, in e? Sure, here they are:
1 C -0.1614
2 N 0.1011
3 C -0.5807
4 N 0.1708
5 O 0.0282
6 C -0.1414
7 N 0.0252
8 H 0.0507
9 H 0.0778
10 H 0.1088
11 H 0.1289
12 H 0.0658
13 H 0.0814
14 H 0.0969
15 H 0.1247
16 H 0.1444
17 H 0.0066
18 H 0.0145
19 O -0.0535
20 H 0.0641
21 H -0.0059
22 O -0.0658
23 H 0.0072
24 H 0.0129
25 O -0.0680
26 H 0.0728
27 H 0.0122
28 O -0.0584
29 H 0.0188
30 H 0.1017
31 O -0.0709
32 H -0.1895
33 H 0.0601
34 O -0.0888
35 H 0.0253
36 H 0.0187
37 O -0.0641
38 H 0.0360
39 H 0.0258
40 O -0.0383
41 H 0.0390
42 H 0.1186
43 O -0.0861
44 H 0.0125
45 H 0.0052
46 O -0.0912
47 H 0.0289
48 H 0.0277
49 O -0.1016
50 H -0.0341
51 H 0.0486
52 O -0.0812
53 H 0.0322
54 H 0.0595
55 O -0.0730